1.
Formula: C4H5NO
Source: the OMol25 dataset
Level of theory: wB97M-V/def2-TZVPD

```
11
Properties=species:S:1:pos:R:3:mulliken_charge:R:1
C 0.94985 0.51153 1.91852 0.590
C 1.07631 -0.34928 -0.65680 -0.973
H -2.00259 0.83208 -0.33324 0.308
H 1.09582 -0.58751 -1.71370 0.254
C -0.07763 -0.06085 -0.07567 0.797
H 2.01361 -0.35607 -0.10943 0.295
H -1.37491 -0.02153 -1.76176 0.343
C -1.44581 -0.04569 -0.67294 -1.061
O -0.16145 0.27377 1.29949 -0.357
N 1.93683 0.74028 2.48435 -0.466
H -2.01003 -0.93674 -0.37883 0.270
```

Summary:
DFT total energy: -285.355581 Ha
Energy relative to the best compared isomer or geometry (same formula, charge and spin): 1.606 eV
HOMO: -10.08 eV
LUMO level: 0.72 eV

***

2.
Formula: C25H32LaN6O2S3
Source: the OMol25 dataset
Level of theory: wB97M-V/def2-TZVPD

```
69
Properties=species:S:1:pos:R:3:mulliken_charge:R:1
H 0.62208 -4.49086 1.39194 0.099
C -2.05864 2.49024 -5.77865 -1.046
C -3.32855 4.23089 0.63173 -0.113
C 2.74390 -0.20156 6.57144 -0.309
H -2.33971 2.59682 -2.03213 0.325
C 1.97039 -3.76205 3.49678 -1.292
C -0.98876 3.64874 0.70654 0.757
C 1.07538 -0.10407 4.69346 0.698
H -3.99139 1.70373 -5.27409 0.356
H 3.05875 -1.16389 6.19213 0.422
H 2.33509 -1.42264 -5.37931 0.405
C -2.65178 1.21699 -3.66174 0.309
H -0.96364 -4.74994 -0.29825 0.320
H 2.93524 -3.26461 3.59200 0.318
C 1.31368 1.71966 6.38518 -0.419
H 1.62359 -3.94395 4.51518 0.289
N -4.18289 4.98039 0.44263 -0.534
C 0.02628 0.32467 -1.98670 0.930
H 3.39006 2.01478 9.04603 0.366
H 0.52941 2.24332 5.85773 0.406
H -3.52509 3.07582 -4.30652 0.327
H -1.50913 0.99363 -0.80724 -0.290
H 2.17579 -0.75198 -2.94254 0.499
H -1.70100 1.58340 -6.27367 0.249
C -2.29143 3.25690 0.82395 0.360
C 1.73415 -0.17138 -3.74840 -1.022
C 1.72539 0.47927 5.90842 0.406
H 0.42157 -4.09811 -3.58422 0.370
C -1.74661 1.92121 -2.65061 -1.059
O -1.44992 -1.94151 1.33048 -0.845
C -1.56316 -3.89702 0.01739 -1.280
H -2.12500 0.36889 -4.11336 -0.082
C 0.98568 -2.88979 2.76663 1.329
S -2.88450 1.63409 1.11642 -0.546
O 0.14361 0.61331 4.15194 -0.836
H 1.28437 -2.83319 -2.72910 0.184
C 0.46366 -2.20191 -4.64023 0.019
C 1.08378 -3.24193 -3.71935 -1.155
H -0.99892 2.55753 -3.13646 0.226
N 1.49701 -1.26093 4.28101 -0.584
N -0.51301 6.13918 0.15463 -0.518
N 0.78547 -1.65885 3.13285 0.016
H -2.42035 3.16504 -6.55497 0.379
C -3.14074 2.15712 -4.75933 -0.614
S 0.44016 2.67623 0.81245 -0.487
S 0.80858 -0.68098 -0.84477 -0.706
C 1.91111 2.26768 7.51013 -0.601
H 0.04620 1.05936 -3.86763 0.011
H 0.16127 -2.67384 -5.57940 0.395
C -0.74753 5.03918 0.40004 -0.253
H 0.96323 -0.40465 -5.73555 0.319
H 2.45978 0.60122 -4.02037 0.281
N -1.09189 1.00362 -1.73466 0.250
C 2.92312 1.58542 8.16832 -0.344
C 1.40117 -1.03960 -4.95647 -0.675
C -0.87664 -3.06411 1.06707 1.031
H -2.51931 -4.25655 0.40248 0.331
La -0.49138 0.11506 1.93649 1.265
C 0.26869 -3.51180 1.68692 -1.177
H -3.49264 0.78745 -3.11379 0.287
H 2.09008 -4.71405 2.98510 0.372
H 1.58401 3.23541 7.86961 0.378
C 3.33853 0.34808 7.69460 -0.595
N 0.54339 0.46628 -3.22364 -0.044
H -0.45440 -1.81193 -4.19001 -0.041
H 2.02362 -3.61574 -4.13277 0.314
H 4.13044 -0.19216 8.19928 0.367
H -1.19669 2.97747 -5.31847 0.264
H -1.77296 -3.26253 -0.84462 0.239
```

Summary:
DFT total energy: -2677.273457 Ha
Energy relative to the best compared isomer or geometry (same formula, charge and spin): 0.000 eV
HOMO: -4.65 eV
Charge: -1
LUMO level: 2.29 eV

***

3.
Formula: C5H13NO2
Source: the OMol25 dataset
Level of theory: wB97M-V/def2-TZVPD

```
21
Properties=species:S:1:pos:R:3:mulliken_charge:R:1
H 1.62261 -0.91335 -0.31131 0.311
H -0.52946 1.49232 -1.57092 0.317
H 1.99784 1.04261 1.92732 0.285
H -3.88018 2.01061 0.39580 0.326
H -5.34781 1.78021 -0.10158 0.311
H 0.48905 2.31535 0.20336 0.233
H 0.00261 -0.05710 -1.30615 0.335
H 3.68224 -1.10272 1.92209 0.328
O -4.43129 1.74648 -0.35670 -0.645
C 0.34931 0.97738 -1.16735 -1.051
H 1.46840 -3.00510 0.75189 0.243
H 1.19501 1.18143 -1.85172 0.331
C 2.33463 -2.74186 1.35181 -0.736
H 2.77575 -3.65792 1.73296 0.259
N 0.59174 1.31703 0.22348 -0.174
H -3.25633 -0.63756 -2.24772 0.306
C 2.02099 -0.51766 0.60897 -0.493
C 2.78909 -1.50120 1.45211 -0.233
C 1.47393 0.65178 1.05915 0.041
H -2.84855 0.14449 -1.06161 0.323
O -2.49957 -0.52524 -1.65389 -0.618
```

Summary:
DFT total energy: -403.459231 Ha
Energy relative to the best compared isomer or geometry (same formula, charge and spin): 3.194 eV
HOMO: -7.44 eV
LUMO level: 0.47 eV

***

4.
Formula: C36H54F6FeP4Si
Source: the OMol25 dataset
Level of theory: wB97M-V/def2-TZVPD

```
102
Properties=species:S:1:pos:R:3:lowdin_spin:R:1
F -1.50920 -0.86543 4.36810 0.001
H 2.35357 -0.91509 -3.95663 0.000
F -0.84971 1.29648 4.90128 0.001
C -2.47031 -1.08641 0.36943 0.034
F 0.16137 -0.95157 2.75713 0.041
C -0.47628 -0.59863 -2.10413 0.040
C 4.07443 2.22682 -1.89616 0.002
H 1.88511 5.13635 0.59074 0.000
H 3.46656 -2.45049 -1.50312 0.000
C -2.02308 -2.30136 0.92365 0.018
C 3.32283 1.03568 -2.48496 0.027
H 3.77442 -0.74484 1.85967 0.003
H -1.19049 5.97130 1.32024 0.000
C -0.69108 -3.94355 -0.90230 0.017
H 4.76538 0.32513 -3.92078 0.002
H 0.81316 -5.70122 1.02190 0.000
C 1.31744 -0.99170 -3.66290 0.001
H 4.45996 2.00765 -0.89626 0.000
C -2.90504 -3.08292 1.66276 0.000
C -3.78441 -0.67886 0.61311 0.020
C -1.95697 2.80310 -0.00511 0.004
H -2.58266 -4.02683 2.07510 0.000
H -0.39957 5.69139 -0.72907 0.000
H -1.36260 3.91441 4.13986 0.000
C -1.55138 -5.15937 -0.55630 0.007
C -4.64618 -1.45650 1.37113 -0.001
C -2.87107 3.85551 0.00315 0.002
H 3.03370 0.77499 1.37662 0.004
C 1.40673 -4.86665 1.38482 0.001
H 1.16242 -5.05643 -1.22469 0.000
H 3.85843 -2.69296 0.20156 0.000
H -0.97335 -3.36799 3.43483 0.000
H 0.80263 -1.91028 -5.52510 0.000
H 0.60186 5.29021 -2.11770 0.001
H -5.05198 2.74244 -2.33049 0.000
H -1.61016 -2.09728 -4.95038 0.000
H 2.10196 -4.57505 0.59538 0.000
H -0.94898 4.48233 -1.89438 0.000
H 4.93465 2.45882 -2.52630 0.000
H 0.34941 -4.44151 3.88192 0.001
C 0.52823 -4.32807 -1.73648 0.002
H 1.13328 -3.45626 -1.99441 0.000
H 0.19263 -4.78735 -2.66853 0.000
H -0.46671 6.14143 2.90695 0.001
C -0.39874 4.12532 2.20627 0.022
C 0.43383 -1.55526 -4.57187 -0.001
Si -1.28203 0.05142 -0.53028 0.253
H 4.18177 -0.31780 -0.53662 0.000
H -2.70645 4.71509 0.63534 0.000
H -1.73785 -5.73401 -1.46647 0.001
H -2.41683 4.54246 2.88014 0.000
C -4.20710 -2.66176 1.89257 0.018
F 0.79686 1.14711 3.26406 0.028
H -4.69569 4.64801 -0.78741 0.000
H 5.20540 -0.03652 -2.26734 0.000
H 2.09108 -0.74795 1.64240 0.004
H -1.06878 -5.82753 0.15255 0.000
C -0.31744 -4.15361 3.06637 0.003
H 0.50464 3.86843 2.76684 0.002
C -2.20163 1.67317 -0.80609 0.036
C -1.62649 3.82052 3.08786 0.000
H 0.84731 2.95266 -1.28944 0.002
C 0.65558 3.77929 -0.59479 0.015
H -4.87279 -3.27646 2.48428 0.001
P -0.30827 -2.77068 0.49290 0.095
C 4.36325 0.00294 -2.95901 0.008
P -0.30537 2.95757 0.75622 0.113
H 2.00052 -5.23447 2.22375 0.000
C 3.17118 -2.19416 -0.48577 0.003
H -2.40557 -1.25572 -2.78940 0.001
C 3.00759 -0.30804 1.21531 0.020
H -5.65609 -1.11545 1.55758 0.000
H 2.63243 4.58439 -0.88179 0.000
C 0.53610 -3.70730 1.87994 0.013
H 0.56080 5.98855 1.49494 0.000
C -3.31439 1.68617 -1.65172 0.008
H -4.14185 0.26651 0.22888 0.001
C -1.34989 -1.17217 -3.03035 0.009
P -0.39079 0.15045 3.93933 0.002
C -0.07726 4.87254 -1.37120 0.005
F 0.67733 -0.43234 4.93584 0.001
F -1.34630 0.71380 2.71843 0.033
C 3.19516 -0.69091 -0.25239 0.002
H -3.51746 0.83460 -2.29193 0.001
H 2.53086 3.49776 0.51028 0.002
Fe 0.50387 0.44310 1.12867 3.946
H -0.91829 -5.03045 2.81776 0.000
H 2.16982 -2.59252 -0.31815 0.002
C -0.90883 -1.65664 -4.25380 0.004
H 2.73637 1.38073 -3.33915 0.000
H 1.22595 -2.94876 2.25943 0.001
H -2.51737 -4.87002 -0.15001 0.000
C -4.19669 2.75496 -1.66769 0.003
C 0.89399 -0.53117 -2.41571 0.003
P 2.04827 0.36846 -1.29220 0.101
H 3.45533 3.11452 -1.83409 0.000
H -2.04370 2.83075 2.93892 0.000
H 3.99190 -1.01296 -3.07266 0.000
C -0.36327 5.63699 1.94431 0.006
H -1.30986 -3.28747 -1.52379 0.000
C -3.99301 3.82554 -0.80925 -0.001
C 1.99998 4.26881 -0.05397 0.003
```

Summary:
DFT total energy: -4921.986517 Ha
Energy relative to the best compared isomer or geometry (same formula, charge and spin): 0.302 eV
HOMO (spin up / spin down): -9.78 / -10.84 eV
Charge: +1
LUMO level (spin up / spin down): -2.29 / -4.24 eV
2S+1: 6

***

5.
Formula: C5H6O
Source: the OMol25 dataset
Level of theory: wB97M-V/def2-TZVPD

```
12
Properties=species:S:1:pos:R:3:mulliken_charge:R:1
H -1.28728 0.19433 0.89882 0.239
C -0.61921 0.99209 -2.14192 0.217
C 0.07813 -1.40703 0.36195 -1.324
O 1.78829 0.58082 1.35715 -0.455
C -0.34338 0.06213 0.34903 0.492
H 0.26070 -1.73673 1.38856 0.331
H -0.70320 -2.03028 -0.08084 0.390
H 0.36511 2.00234 1.20358 0.350
C 0.69173 0.95657 1.03076 -0.126
H 1.00094 -1.54083 -0.20709 0.310
C -0.53005 0.57611 -1.01540 -0.849
H -0.70178 1.35049 -3.14461 0.425
```

Summary:
DFT total energy: -269.278766 Ha
Energy relative to the best compared isomer or geometry (same formula, charge and spin): 1.836 eV
HOMO: -9.87 eV
LUMO level: 0.93 eV

***

6.
Formula: C10H15N2O
Source: the OMol25 dataset
Level of theory: wB97M-V/def2-TZVPD

```
28
Properties=species:S:1:pos:R:3:mulliken_charge:R:1
H 3.58295 1.33733 0.66674 0.347
H 0.32816 -0.78762 -1.19475 0.378
H -3.76237 -3.09087 -1.59553 0.449
C -0.17859 -0.08434 -0.52397 -0.275
H -3.88793 1.43897 1.46120 0.377
C -1.06355 -0.31250 0.40016 0.278
H 3.15546 -2.46090 0.28113 0.414
H 3.08842 0.72365 -0.98659 0.365
C 3.42723 -1.48896 0.05020 -1.090
H 2.01390 2.78206 -0.23800 0.309
O -1.79646 -1.32215 0.89278 -0.529
H -1.97047 0.19513 2.45727 0.405
C 1.56953 1.72222 0.16807 -0.488
H -4.89848 0.68897 -0.68522 0.455
H 4.46466 -1.32057 0.16928 0.368
H 3.39879 -1.63111 -1.08602 0.297
C -3.68921 -2.06304 -1.24249 0.093
C 2.82204 0.79779 0.10357 -0.815
C 0.44288 1.21840 -0.82478 -0.749
H -0.37710 1.97497 -0.80126 0.263
H 2.27419 -0.68142 1.59458 0.243
C -2.15178 0.06107 1.30487 0.124
C -3.36243 0.68266 0.79701 -0.439
C -4.09053 0.17027 -0.24494 -0.295
H 1.24794 1.78118 1.19378 0.319
H 0.82530 1.22676 -1.91449 0.355
N 2.40775 -0.52751 0.55793 -0.165
N -3.82029 -1.03045 -0.76051 0.005
```

Summary:
DFT total energy: -574.310071 Ha
Energy relative to the best compared isomer or geometry (same formula, charge and spin): 5.741 eV
HOMO: -11.06 eV
Charge: +1
LUMO level: -5.25 eV

***

7.
Formula: C26H23MoN4O5S3
Source: the OMol25 dataset
Level of theory: wB97M-V/def2-TZVPD

```
62
Properties=species:S:1:pos:R:3:lowdin_spin:R:1
N 2.14186 0.77388 0.51622 0.007
C 2.54394 2.58122 -1.12692 0.000
C -0.70689 1.53122 1.18642 0.008
H -1.64622 -3.08900 3.12625 0.000
C -0.68971 0.75116 4.87693 0.001
S 4.29120 0.82067 1.91543 0.003
C 0.29548 -1.39861 -4.21526 0.000
O -5.86321 -1.99358 -1.94449 0.000
H -1.00669 -1.68180 -5.90042 0.000
N 1.24064 1.22967 7.74985 -0.002
C -3.27819 -2.00581 -1.73790 0.000
H -2.83494 -0.28252 -4.89377 0.000
C -0.84976 -2.70751 -0.57625 0.002
S -4.73071 -1.40215 -2.61451 0.000
C 4.13686 1.95340 0.59576 0.001
O -0.39974 0.58794 -1.32638 0.009
H 1.10166 -2.01010 -4.59384 0.000
H -1.78636 1.45433 1.02917 0.003
C 4.67288 3.71255 -0.91149 0.000
H -0.32042 2.38845 0.63218 0.011
H 5.35484 4.47543 -1.26177 0.000
H 0.41697 -3.04851 0.96244 0.001
H 5.98837 3.06046 0.65621 0.000
O -0.73272 -2.95827 2.85129 0.001
H -1.39899 -1.32457 1.02057 0.002
H 1.05630 -3.45390 -0.51126 0.002
H -0.24167 -2.80332 3.66608 0.000
Mo 0.21652 -0.23488 0.49989 0.926
S 1.76115 -1.01888 2.30100 -0.007
C 0.77187 2.27110 3.06922 -0.003
H -2.83109 -3.48253 -3.20062 0.000
C -1.87936 -0.41643 -4.40905 0.000
H -3.46530 -0.57175 -0.15989 0.000
O -4.50259 -1.85268 -3.98140 0.000
O -4.60036 0.04519 -2.45287 0.000
H 1.33710 2.86898 2.36323 0.000
C 1.18300 2.19433 4.38337 0.001
C -1.09114 0.83318 3.55658 -0.004
C 2.90475 1.78045 -0.04628 0.001
C -1.69915 0.17051 -3.17077 0.001
H 1.30982 -0.88003 -2.35565 0.002
H 2.06144 2.73003 4.71781 0.000
H 3.18343 4.18369 -2.38320 0.000
C 0.89529 1.31289 6.65662 -0.001
H -1.26160 0.17728 5.59407 0.000
C -0.35382 1.56903 2.62429 -0.001
C 0.46196 1.41618 5.29060 -0.004
C -2.86503 -1.37285 -0.57286 0.000
C -0.87614 -1.20620 -4.93832 0.000
C 3.43948 3.54438 -1.54891 0.000
C 2.71970 0.20535 1.54414 0.013
C 5.03479 2.92306 0.16442 0.000
C 0.43531 -0.80146 -2.98633 0.003
H -1.98717 0.31465 3.23500 0.000
H 1.57845 2.44364 -1.59747 0.000
H -0.65128 -4.12245 -2.17590 0.000
N -0.55901 -0.03706 -2.49868 0.005
C -1.65431 -1.72690 -0.00061 0.006
C -1.27669 -3.36646 -1.71415 0.000
C -2.49570 -3.01231 -2.28517 -0.001
N 0.45950 -2.79861 -0.02332 0.014
H -2.45857 0.75686 -2.66932 0.000
```

Summary:
DFT total energy: -2862.491995 Ha
Energy relative to the best compared isomer or geometry (same formula, charge and spin): 0.996 eV
HOMO (spin up / spin down): -8.25 / -7.90 eV
LUMO level (spin up / spin down): -1.44 / -1.10 eV
2S+1: 2

***

8.
Formula: C7H8
Source: the OMol25 dataset
Level of theory: wB97M-V/def2-TZVPD

```
15
Properties=species:S:1:pos:R:3:mulliken_charge:R:1
H -0.09100 1.79342 -1.17868 0.476
C 0.53828 -0.11949 -0.01519 0.381
C -1.50746 -0.41286 0.67124 -0.429
H -0.13204 1.22139 1.76637 0.479
C -0.40042 0.63553 0.89389 -0.454
H 2.51067 -0.47589 0.86075 0.296
H -2.28898 -0.77282 1.33079 0.429
H -0.69144 -2.26279 -0.45491 0.421
C -0.59867 -1.20150 -0.24242 -0.493
C 2.02913 0.06369 0.03832 -1.246
H -2.24902 -0.20449 -1.57947 0.430
H 2.53959 -0.18309 -0.89856 0.304
C -1.48837 -0.12141 -0.81168 -0.433
C -0.38151 0.92682 -0.59495 -0.469
H 2.20548 1.13591 0.21988 0.307
```

Summary:
DFT total energy: -271.354856 Ha
Energy relative to the best compared isomer or geometry (same formula, charge and spin): 4.805 eV
HOMO: -8.60 eV
LUMO level: 1.25 eV

***

9.
Formula: C4H2F2
Source: the OMol25 dataset
Level of theory: wB97M-V/def2-TZVPD

```
8
Properties=species:S:1:pos:R:3:mulliken_charge:R:1
C 0.83228 -0.58998 0.60902 0.193
F -0.80361 -2.54899 -0.10538 -0.234
C -0.31384 -0.03665 -0.13349 -0.598
F -1.20663 -1.56289 1.65653 -0.228
C -0.46377 -1.41294 0.55622 0.908
H -0.74540 0.87947 0.26848 0.249
C 1.54577 -1.27042 1.41291 -0.531
H -0.25015 -0.05389 -1.23038 0.241
```

Summary:
DFT total energy: -353.153215 Ha
Energy relative to the best compared isomer or geometry (same formula, charge and spin): 2.926 eV
HOMO: -11.01 eV
LUMO level: 0.28 eV

***

10.
Formula: C6H11N2O
Source: the OMol25 dataset
Level of theory: wB97M-V/def2-TZVPD

```
20
Properties=species:S:1:pos:R:3:mulliken_charge:R:1
H 0.18524 -0.37813 2.52941 0.334
O 1.49736 -1.20005 -0.70349 -0.525
C 0.64937 -1.02541 1.60811 -1.329
C -1.90871 0.23466 0.11526 -1.124
H 1.93706 1.19336 0.98516 0.327
H -0.07205 -1.85574 1.47961 0.376
H 1.70199 -1.34925 1.87854 0.435
C 0.85956 1.79250 -0.70406 -0.073
H -2.18053 -0.20832 1.14331 0.335
C 0.66871 -0.49995 0.24433 0.686
C -0.66710 -0.44022 -0.58777 -0.131
H -1.89992 1.40407 0.20034 0.253
N 1.25708 0.94894 0.22389 -0.047
H 0.90526 2.96685 -0.46699 0.334
H 2.01617 -1.92186 -0.28925 0.397
C -0.42455 0.30985 -1.81423 -0.172
H -2.70827 -0.05124 -0.57836 0.414
N 0.22901 1.42956 -1.82382 -0.384
H -1.01435 0.14511 -2.71994 0.479
H -1.03134 -1.49473 -0.72004 0.417
```

Summary:
DFT total energy: -419.663799 Ha
Energy relative to the best compared isomer or geometry (same formula, charge and spin): 2.533 eV
HOMO: -15.22 eV
Charge: +1
LUMO level: -5.23 eV